# 1
{
  "formula": "C22H32Cl2N3O3Ti",
  "method": "ωB97M-V with the def2-TZVPD basis set",
  "species": ["C", "C", "C", "C", "Cl", "C", "H", "C", "C", "C", "H", "C", "H", "H", "H", "H", "H", "H", "C", "O", "H", "H", "O", "C", "H", "H", "H", "C", "H", "H", "H", "H", "O", "C", "H", "C", "C", "C", "H", "C", "H", "Ti", "H", "Cl", "C", "H", "H", "H", "H", "H", "N", "N", "H", "C", "H", "H", "H", "H", "C", "C", "H", "C", "N"],
  "positions_angstrom": [[0.72090, -4.66751, -0.68756], [-0.03017, 4.09625, -4.17787], [2.55050, -0.22034, -0.01419], [0.34746, -1.32865, 3.74786], [-0.25543, 1.76009, 0.90163], [-3.13418, -1.14502, -1.37714], [-0.34116, 1.37100, 6.34554], [0.58680, -0.56010, 6.03977], [3.89297, 1.37615, -1.29797], [-0.08212, 0.59805, 5.63680], [1.33328, 2.22358, -1.66330], [-4.20408, 2.05612, -0.02035], [2.74523, 1.46758, 1.87264], [-0.38433, -5.22027, 1.77413], [-1.61625, -3.89920, 1.70158], [3.73507, 2.43622, -1.51688], [4.95603, 1.23910, -1.05229], [0.65904, -2.21056, -0.79450], [3.27682, 1.86416, 1.01512], [1.82292, -0.27956, -2.64364], [-2.18829, -1.55613, -1.81531], [-1.18595, 0.94057, -4.88555], [1.93621, -0.61675, 0.98143], [-2.93073, -0.21639, -0.23923], [-4.38268, 2.60005, -0.95572], [2.93015, 2.87368, 0.78831], [3.60823, 0.76550, -2.16084], [0.75319, -1.55225, 5.07818], [-3.71673, -0.64736, -2.18225], [4.34752, 1.92729, 1.21721], [-3.74183, -1.98115, -0.98079], [0.47774, -2.10824, 2.98413], [-0.71787, -1.70930, 0.66923], [0.66140, 3.81135, -2.99902], [-3.95439, 2.85269, 0.69934], [0.86945, 0.08741, -3.35846], [-0.74896, 3.11511, -4.88672], [-0.58824, 1.79262, -4.51028], [0.93635, -0.70872, 7.06448], [-0.98841, -4.58081, 1.11637], [-1.14341, 1.56350, 4.01701], [-1.58504, -0.02245, 1.05554], [-2.16451, 1.71554, -0.64716], [-3.07360, -0.25312, 2.70264], [0.88585, 2.47034, -2.64530], [0.14175, -0.70762, -3.70696], [0.00938, 5.07711, -4.62522], [1.34402, -3.98177, -1.27996], [0.05296, -5.23364, -1.35544], [1.15026, -2.54019, 5.31531], [-0.27017, -0.20111, 3.38067], [-0.07709, -3.85369, 0.21863], [2.72772, -0.86217, -0.90615], [-2.99928, 1.13964, -0.20792], [-5.16331, 1.58195, 0.26194], [1.01009, 4.64287, -2.36035], [-1.43588, 3.32985, -5.70135], [-1.62241, -5.24356, 0.51363], [-0.02497, -2.55043, 0.00671], [-0.51258, 0.72309, 4.31594], [1.35233, -5.34517, -0.09833], [0.37668, 1.47297, -3.51373], [3.06570, 1.03181, -0.15402]],
  "mol_weight_da": 505.29,
  "lumo_ev": [-0.4, -0.4],
  "homo_energy_ev": [-6.0, -6.1],
  "largest_force_ev_per_a": 3.6,
  "e_above_lowest_ev": 5.446,
  "energy_ha": -3017.30626,
  "spin_multiplicity": 2,
  "orbital_gap_ev": [5.6318, 5.7059]
}



# 2
{
  "formula": "C26H32B2Cl4NO3S",
  "method": "ωB97M-V with the def2-TZVPD basis set",
  "species": ["C", "H", "H", "C", "C", "C", "H", "C", "O", "B", "H", "H", "H", "C", "H", "C", "H", "Cl", "H", "C", "H", "C", "H", "C", "C", "Cl", "H", "C", "H", "Cl", "H", "H", "C", "S", "H", "C", "C", "H", "H", "C", "C", "H", "B", "H", "H", "C", "H", "C", "C", "H", "H", "C", "O", "C", "H", "C", "H", "O", "N", "H", "Cl", "C", "C", "H", "H", "C", "H", "H", "H"],
  "positions_angstrom": [[-4.46596, -4.95593, 4.94436], [-3.60438, 1.24542, -2.26680], [-2.74038, -1.66608, 6.73201], [-0.78891, 5.08799, 1.22167], [-2.85497, 1.26592, -1.47634], [-5.15814, -2.26621, 4.37435], [-6.02379, -0.77755, 3.10357], [-0.56394, 0.74670, -0.79118], [-2.44610, 4.13736, -0.19915], [-1.49063, 3.22915, 0.20137], [1.19312, 5.52893, 1.90771], [-3.10730, 2.66591, 2.56820], [-0.45441, 5.43683, -1.51032], [-4.99036, 5.28497, 4.06766], [-0.24497, 0.73992, 1.34391], [-4.49947, 1.36584, 3.73344], [-2.08765, 6.01353, -1.92449], [0.39177, -2.15103, 1.37566], [-5.55784, -4.89235, 5.03227], [-1.89982, 5.43586, 0.13658], [-2.30351, 4.57088, 2.72570], [0.47163, 5.92266, 1.18245], [-2.93050, 0.58069, 5.80634], [-2.63453, 1.68762, 2.30596], [-1.31282, 6.01795, -1.14769], [-0.38675, -1.92335, 4.31566], [-5.80242, -3.05994, 3.99865], [-1.52214, 0.95764, -1.79658], [-3.63265, 5.84381, 1.39423], [-1.07463, 0.74918, -3.44220], [-4.99439, 5.44808, 5.15234], [-1.00105, 7.05709, -0.98760], [-1.33298, 5.08326, 2.64898], [-4.10225, 2.73444, 4.78557], [-5.92719, 1.07024, 2.10342], [-4.15091, -2.56116, 5.32818], [-3.05281, 6.30515, 0.58590], [-2.66057, -5.24089, 6.60359], [0.24223, 6.95792, 1.46094], [-3.55583, -0.21268, 5.39268], [-3.43382, -1.48198, 5.91206], [-4.12502, -5.88019, 5.41958], [-0.82930, -2.24723, 2.64301], [0.93315, 5.91324, 0.18953], [-4.11326, 5.80194, 3.65032], [-0.87934, 1.03833, 0.51636], [-1.44606, 6.11204, 3.01858], [-2.67558, -4.15902, 6.44279], [-4.94070, 3.83759, 3.76772], [-2.74378, -3.65706, 7.41626], [-4.20033, -4.97835, 3.87514], [-5.44023, 1.77704, 2.77190], [-0.40303, 3.73127, 0.88007], [-3.19484, 1.55585, -0.17271], [-6.28037, 3.71230, 2.06064], [-5.64020, 3.17175, 2.76063], [-0.62459, 4.56378, 3.30826], [-2.14334, 0.84187, 3.01730], [-3.83650, -3.84890, 5.63354], [-3.72694, 6.46717, -0.26332], [-2.47972, -2.71435, 2.24490], [-2.13290, 1.74277, 0.79782], [-4.43507, 0.04584, 4.33208], [-4.22290, 1.68403, 0.15887], [-2.68032, 7.28316, 0.91409], [-5.27680, -0.98666, 3.87097], [-5.89682, 5.72453, 3.63356], [0.40214, 0.32185, -1.05298], [-1.74071, -3.84640, 5.95089]],
  "mol_weight_da": 602.05,
  "lumo_ev": 2.4,
  "homo_energy_ev": -1.1,
  "largest_force_ev_per_a": 5.5,
  "e_above_lowest_ev": 3.530,
  "total_charge": -1,
  "energy_ha": -3579.17728,
  "orbital_gap_ev": 3.4301
}



# 3
{
  "formula": "C6H8N2O4",
  "method": "ωB97M-V with the def2-TZVPD basis set",
  "species": ["H", "H", "H", "H", "N", "N", "O", "C", "C", "C", "C", "H", "C", "O", "H", "H", "O", "H", "C", "O"],
  "positions_angstrom": [[0.63172, -1.25991, -2.09296], [0.92868, -0.81565, 1.74038], [1.95669, -2.42358, 0.12956], [-0.49631, 2.23075, 1.32463], [-1.14585, 0.29352, -1.35070], [-0.25086, -0.20687, -0.63719], [-2.55535, -1.26009, 0.88475], [1.51499, -0.39382, 0.81782], [-0.18338, 1.84612, 0.25044], [-3.43361, -0.55753, 0.61060], [1.77336, -1.48570, -0.22795], [0.54719, 3.70855, 0.28939], [0.46913, 0.50681, 0.20257], [0.68220, 2.88614, -0.26116], [2.55807, -1.11883, -0.97061], [2.47245, 0.09989, 1.31736], [-4.35698, 0.08753, 0.38045], [-0.20111, -2.39868, -0.85454], [0.42553, -1.45410, -1.04955], [-1.33656, 1.71545, -0.50329]],
  "mol_weight_da": 172.14,
  "lumo_ev": [0.6, 0.6],
  "homo_energy_ev": [-7.8, -7.8],
  "largest_force_ev_per_a": 4.9,
  "e_above_lowest_ev": 5.622,
  "energy_ha": -643.76730,
  "orbital_gap_ev": [8.3686, 8.3679]
}